Run 1
The following is a DFT calculation (ωB97M-V/def2-TZVPD) of a structure of composition C7H8O.

Atoms and positions in Å:
C (-1.49, -0.94, 0.02)
C (-0.99, 1.22, -0.13)
C (0.08, 0.75, 0.49)
C (1.46, 1.16, 0.15)
C (2.12, 0.04, -0.21)
C (1.23, -1.20, -0.32)
C (-0.05, -0.79, 0.48)
H (-1.66, -2.06, -0.84)
H (-2.22, -1.34, 1.06)
H (-1.08, 2.21, -0.57)
H (1.81, 2.15, 0.05)
H (3.17, -0.39, -0.19)
H (0.96, -1.19, -1.40)
H (1.63, -2.08, 0.02)
H (0.00, -1.42, 1.52)
O (-2.10, 0.34, -0.31)

## Properties
HOMO level in eV: -8.05
Orbital gap in eV: 9.021
LUMO level in eV: 0.973
Charge: 0

Run 2
The following is a DFT calculation (ωB97M-V/def2-TZVPD) of an isolated molecule of C7H8O.

Atoms and positions in Å:
C (-0.51, 0.11, -1.97)
C (0.57, -0.04, -0.92)
C (0.11, -1.22, 0.35)
C (-0.22, -2.33, -0.04)
O (1.75, 0.09, -1.12)
H (-1.50, 0.08, -1.51)
H (-0.43, -0.69, -2.71)
H (-0.37, 1.07, -2.47)
H (-0.53, -3.29, -0.36)
C (0.10, 1.75, 1.26)
C (0.18, 0.64, 2.13)
C (0.24, -0.62, 1.96)
H (0.24, 1.21, 0.19)
H (-0.87, 2.25, 1.22)
H (0.92, 2.46, 1.34)
H (0.32, -1.45, 2.65)

## Properties
HOMO level (alpha / beta) in eV: -7.59 / -8.19
Orbital gap (alpha / beta) in eV: 7.206 / 7.850
LUMO level (alpha / beta) in eV: -0.387 / -0.343
Charge: 0

Run 3
The following is a DFT calculation (ωB97M-V/def2-TZVPD) of an isolated molecule of C7H8O.

Atoms and positions in Å:
C (2.18, -0.04, 1.16)
C (0.77, -0.16, 0.58)
C (0.52, -1.10, -0.41)
C (-0.73, -1.16, -1.03)
C (-1.59, -0.11, -0.83)
O (-2.87, -0.19, -1.35)
C (-1.27, 1.00, -0.03)
C (-0.10, 0.94, 0.69)
H (2.11, 0.39, 2.15)
H (2.74, 0.66, 0.53)
H (2.65, -1.01, 1.22)
H (1.38, -1.66, -0.72)
H (-0.95, -1.94, -1.73)
H (-3.22, 0.69, -1.53)
H (-1.85, 1.91, -0.02)
H (0.22, 1.77, 1.31)

## Properties
HOMO level in eV: -8.45
Orbital gap in eV: 9.374
LUMO level in eV: 0.927
Charge: 0

Energy relative to the most stable one, in hartree: run 1 0.1675; run 2 0.2552; run 3 0.0000

Run 1
The following is a DFT calculation (ωB97M-V/def2-TZVPD) of a cluster of 2 separate species, C4H14N in total.

Atoms and positions in Å:
C (-0.89, -2.16, 2.26)
N (-0.23, -1.96, 0.91)
H (-1.21, -1.17, 2.62)
H (-0.11, -2.47, 2.93)
H (-1.74, -2.84, 2.22)
H (0.39, -2.78, 0.84)
H (-0.71, -1.85, 0.02)
H (0.37, -1.13, 0.99)
C (0.42, 1.08, -2.35)
C (-0.17, 1.76, -1.10)
C (0.83, 1.68, 0.06)
H (0.72, 0.07, -2.08)
H (-0.23, 0.99, -3.21)
H (1.36, 1.59, -2.62)
H (-0.39, 2.80, -1.31)
H (-1.14, 1.29, -0.86)
H (1.50, 2.52, -0.15)
H (1.37, 0.74, -0.01)
H (0.43, 1.86, 1.05)

## Properties
HOMO level in eV: -14.66
Orbital gap in eV: 10.701
LUMO level in eV: -3.962
Charge: +1

Run 2
The following is a DFT calculation (ωB97M-V/def2-TZVPD) of a cluster of 2 separate species, C4H14N in total.

Atoms and positions in Å:
C (1.00, 1.34, -1.92)
C (-0.21, 1.90, -1.15)
N (0.82, -0.22, -1.63)
H (1.13, 1.69, -2.90)
H (1.93, 1.86, -1.67)
H (-0.07, 2.11, -0.01)
H (-1.18, 1.38, -1.39)
H (0.88, -0.57, -2.64)
H (1.39, -0.78, -1.06)
H (-0.11, -0.31, -1.28)
H (-0.50, 2.99, -1.32)
C (-0.56, -2.15, 2.40)
C (-0.98, -0.73, 2.33)
H (0.00, -2.55, 1.46)
H (0.21, -2.32, 3.26)
H (-1.55, -2.76, 2.49)
H (-0.24, -0.12, 1.84)
H (-1.44, -0.50, 3.27)
H (-1.70, -0.76, 1.46)

## Properties
HOMO level in eV: -14.25
Orbital gap in eV: 10.420
LUMO level in eV: -3.834
Charge: +1

Run 3
The following is a DFT calculation (ωB97M-V/def2-TZVPD) of a cluster of 2 separate species, C4H14N in total.

Atoms and positions in Å:
C (1.29, -1.39, 1.35)
C (0.62, -0.13, 1.78)
N (0.41, -1.92, 0.16)
H (2.25, -1.06, 0.83)
H (1.14, -2.16, 2.14)
H (-0.46, 0.26, 1.82)
H (1.04, 0.65, 1.16)
H (0.77, -1.71, -0.87)
H (0.25, -2.96, 0.05)
H (-0.68, -1.57, 0.21)
H (0.77, 0.18, 2.78)
C (-1.39, 0.99, -1.90)
C (-0.48, 2.06, -0.89)
H (-0.97, 0.75, -2.92)
H (-1.36, 0.13, -1.43)
H (-2.51, 1.31, -1.94)
H (-0.87, 2.93, -0.99)
H (0.54, 2.14, -1.38)
H (-0.35, 1.49, 0.03)

## Properties
HOMO level in eV: -14.77
Orbital gap in eV: 10.724
LUMO level in eV: -4.047
Charge: +1

Energy relative to the most stable one, in hartree: run 1 0.0000; run 2 0.0693; run 3 0.0979